The following is a DFT calculation (wB97M-V/def2-TZVPD) of 10 unconnected molecules or ions with the total composition C60H50ClNO20P at a distorted geometry.

XYZ file:
```
133
C60H50ClNO20P (wB97M-V/def2-TZVPD)
C -0.315 5.012 2.599
C -0.063 3.828 1.668
N -0.351 2.517 2.357
C -1.050 1.488 1.540
C -1.464 0.360 2.485
O -0.380 -0.183 3.198
C 0.352 0.791 3.892
P 1.756 -0.024 4.842
O 3.039 0.308 3.903
Cl 1.913 1.493 6.233
C 0.867 1.823 2.892
H -0.478 4.690 3.624
H 0.569 5.631 2.621
H -1.165 5.598 2.283
H 0.989 3.819 1.429
H -0.619 3.917 0.747
H -0.940 2.701 3.172
H -1.893 1.891 0.995
H -0.362 1.082 0.810
H -2.229 0.774 3.149
H -1.930 -0.437 1.924
H -0.256 1.322 4.632
H 2.820 0.093 2.972
H 1.329 1.286 2.073
H 1.583 2.525 3.298
C 3.518 0.951 -1.004
C 4.301 1.623 -1.844
C 5.693 1.990 -1.470
O 6.403 2.602 -2.231
C 6.174 1.575 -0.127
C 5.387 0.903 0.710
C 4.004 0.544 0.332
O 3.284 -0.074 1.102
H 2.503 0.670 -1.256
H 3.970 1.931 -2.827
H 7.190 1.849 0.126
H 5.716 0.590 1.693
C -0.766 0.256 9.612
C -0.902 0.939 8.479
C -2.119 1.735 8.199
O -2.237 2.345 7.152
C -3.184 1.753 9.229
C -3.051 1.074 10.366
C -1.832 0.271 10.647
O -1.711 -0.347 11.680
H 0.114 -0.333 9.836
H -0.149 0.957 7.704
H -4.063 2.342 9.003
H -3.815 1.070 11.132
C -4.382 -3.911 0.015
C -3.874 -5.007 -0.543
C -2.413 -5.142 -0.769
O -1.929 -6.140 -1.253
C -1.541 -4.010 -0.368
C -2.055 -2.921 0.194
C -3.511 -2.787 0.432
O -3.978 -1.787 0.949
H -5.442 -3.789 0.195
H -4.489 -5.844 -0.847
H -0.480 -4.118 -0.576
H -1.435 -2.084 0.492
C -5.708 1.963 -3.056
C -6.518 2.712 -2.311
C -6.747 2.410 -0.877
O -7.480 3.093 -0.196
C -6.000 1.268 -0.293
C -5.181 0.527 -1.034
C -4.987 0.802 -2.479
O -4.221 0.138 -3.144
H -5.517 2.184 -4.098
H -7.033 3.578 -2.708
H -6.152 1.084 0.764
H -4.609 -0.289 -0.615
C 2.808 -4.555 0.976
C 3.689 -5.091 1.815
C 4.392 -6.360 1.487
O 5.194 -6.843 2.253
C 4.073 -7.006 0.188
C 3.188 -6.468 -0.648
C 2.489 -5.204 -0.319
O 1.691 -4.709 -1.093
H 2.288 -3.630 1.193
H 3.939 -4.636 2.765
H 4.599 -7.925 -0.038
H 2.945 -6.921 -1.600
C -3.019 3.842 -2.131
C -2.201 4.077 -1.113
C -1.483 5.360 -0.967
O -0.737 5.544 -0.023
C -1.710 6.389 -2.009
C -2.530 6.161 -3.034
C -3.255 4.871 -3.179
O -4.005 4.662 -4.104
H -3.546 2.906 -2.227
H -2.022 3.338 -0.342
H -1.176 7.324 -1.895
H -2.707 6.900 -3.805
C 0.395 -7.087 -4.128
C -0.635 -6.255 -4.196
C -0.972 -5.552 -5.457
O -1.908 -4.784 -5.520
C -0.110 -5.821 -6.640
C 0.929 -6.652 -6.566
C 1.260 -7.347 -5.297
O 2.211 -8.093 -5.191
H 0.660 -7.602 -3.214
H -1.257 -6.054 -3.336
H -0.371 -5.300 -7.553
H 1.574 -6.855 -7.411
C 8.033 -9.164 -3.676
C 7.417 -9.008 -2.507
C 6.010 -8.543 -2.440
O 5.445 -8.392 -1.375
C 5.317 -8.263 -3.720
C 5.930 -8.419 -4.888
C 7.339 -8.883 -4.959
O 7.902 -9.027 -6.021
H 9.059 -9.501 -3.750
H 7.904 -9.207 -1.561
H 4.288 -7.933 -3.646
H 5.438 -8.222 -5.832
C -2.055 11.902 -0.841
C -1.391 10.813 -1.218
C -1.388 10.367 -2.632
O -0.783 9.370 -2.976
C -2.149 11.179 -3.612
C -2.814 12.268 -3.237
C -2.819 12.716 -1.821
O -3.423 13.707 -1.477
H -2.071 12.247 0.185
H -0.826 10.207 -0.521
H -2.130 10.835 -4.638
H -3.377 12.874 -3.934
```

Orbital gap ... 0.2711 Eh
Charge ... +1
HOMO ... -0.424 Ha
LUMO level ... -0.1524 hartree

Atomic partial charges in e from the Löwdin method, atoms 1 to 8: C -0.03; C -0.15; N -0.08; C -0.07; C -0.15; O -0.12; C -0.52; P 0.65

The following is a DFT calculation (wB97M-V/def2-TZVPD) of a single C3H7N3OS molecule at a distorted geometry.

XYZ file:
```
15
C3H7N3OS (wB97M-V/def2-TZVPD)
C -1.077 -1.597 2.282
S -0.759 -0.266 1.042
N 0.010 -1.266 -0.123
C 0.190 -0.802 -1.303
N -0.139 0.442 -1.723
N 0.042 1.589 -0.946
C 1.302 1.884 -0.490
O 2.327 1.278 -0.795
H -1.525 -2.502 1.795
H -1.660 -1.161 3.072
H -0.050 -1.902 2.507
H 0.626 -1.420 -2.024
H 0.234 0.646 -2.627
H -0.770 2.260 -0.730
H 1.249 2.819 0.065
```

SMILES ... CS/N=C\NNC=O
Orbital gap ... 0.3220 Eh
ΔE to the lowest compared entry with this formula, charge and spin ... 55.8 kcal/mol
HOMO ... -0.298 Ha
LUMO level ... 0.0239 hartree

Atomic partial charges in e from the natural (NBO) method, atoms 1 to 8: C -0.73; S 0.32; N -0.61; C 0.25; N -0.45; N -0.47; C 0.52; O -0.59

The following is a DFT calculation (wB97M-V/def2-TZVPD) of 6 unconnected molecules or ions with the total composition C30H48BClN7O6P2S at a distorted geometry.

XYZ file:
```
96
C30H48BClN7O6P2S (wB97M-V/def2-TZVPD)
C 4.182 -1.278 3.659
C 2.990 -1.257 2.690
C 3.413 -0.443 1.441
C 2.586 -2.683 2.286
C 2.366 -3.631 3.480
C 1.345 -2.763 1.362
O 0.399 -1.748 1.630
C -0.837 -1.979 1.007
C -0.841 -1.971 -0.549
C 0.169 -1.180 -1.325
O 1.268 -0.777 -0.964
O -0.253 -0.940 -2.629
O -1.335 -3.242 1.351
B -2.828 -3.166 1.288
N -3.451 -3.685 0.019
Cl -3.471 -4.207 2.783
O -3.121 -1.717 1.413
C -1.920 -1.060 1.692
P -1.725 -1.186 3.558
S -3.133 -0.273 4.576
P -2.082 0.767 1.259
N -0.928 1.302 2.413
O -1.152 0.877 -0.116
H 4.480 -0.259 3.900
H 3.988 -1.804 4.586
H 5.034 -1.727 3.149
H 2.140 -0.745 3.139
H 4.422 -0.054 1.546
H 2.722 0.369 1.229
H 3.390 -1.068 0.550
H 3.415 -3.065 1.687
H 2.805 -4.606 3.274
H 2.810 -3.278 4.403
H 1.304 -3.778 3.673
H 0.876 -3.732 1.539
H 1.631 -2.756 0.307
H -0.758 -3.007 -0.876
H -1.827 -1.646 -0.870
H -0.436 0.003 -2.658
H -4.318 -3.219 -0.197
H -3.605 -4.677 0.042
H -0.445 -0.719 3.885
H -1.712 -2.551 3.831
H -0.743 2.280 2.225
H -0.036 0.824 2.269
H -0.239 0.634 0.060
N 0.936 2.710 -5.458
C -0.196 2.186 -6.019
C -0.145 0.827 -5.859
C 1.060 0.523 -5.171
C 1.708 1.704 -4.936
H 1.163 3.684 -5.426
H -0.936 2.819 -6.476
H -0.883 0.120 -6.193
H 1.397 -0.455 -4.877
H 2.636 1.915 -4.437
N -1.721 -3.137 -4.152
C -2.699 -3.606 -3.319
C -3.102 -4.826 -3.792
C -2.331 -5.109 -4.953
C -1.484 -4.051 -5.145
H -1.231 -2.268 -4.022
H -3.011 -3.051 -2.451
H -3.855 -5.452 -3.344
H -2.386 -5.990 -5.570
H -0.737 -3.870 -5.899
N -3.563 -0.700 -6.317
C -3.521 0.272 -7.281
C -4.706 0.229 -7.965
C -5.490 -0.810 -7.391
C -4.755 -1.364 -6.378
H -2.833 -0.904 -5.661
H -2.660 0.906 -7.399
H -4.981 0.870 -8.786
H -6.479 -1.115 -7.688
H -4.974 -2.169 -5.698
N 2.153 1.850 4.847
C 2.976 2.762 5.453
C 2.182 3.715 6.033
C 0.829 3.359 5.767
C 0.848 2.205 5.030
H 2.459 1.040 4.343
H 4.047 2.654 5.420
H 2.530 4.572 6.584
H -0.055 3.890 6.077
H 0.048 1.604 4.630
N 3.225 7.195 3.371
C 3.218 8.544 3.606
C 2.234 8.799 4.523
C 1.626 7.554 4.851
C 2.262 6.584 4.125
H 3.843 6.723 2.741
H 3.908 9.201 3.106
H 1.977 9.769 4.915
H 0.816 7.391 5.542
H 2.112 5.520 4.082
```

Orbital gap ... 0.2718 Eh
Charge ... -1
HOMO ... -0.197 Ha
LUMO level ... 0.0746 hartree

Atomic partial charges in e from the Löwdin method, atoms 1 to 8: C -0.08; C -0.38; C -0.05; C -0.29; C -0.04; C -0.15; O -0.08; C -0.49

The lowest orbital gap belongs to which entry?
C60H50ClNO20P

What is the formula in the first record?
C60H50ClNO20P